C3H6N2O2 | ωB97M-V/def2-TZVPD

The geometry in XYZ format:
```
13
Properties=species:S:1:pos:R:3:forces:R:3
C 1.21457 1.01971 0.05290 3.39 1.35 -1.39
N 0.33345 1.98353 -0.09386 -1.13 -4.74 -0.12
O -0.88489 1.09144 -0.74365 4.03 5.62 -3.10
C -1.51650 0.20428 -0.04621 2.44 -1.74 3.86
C -0.57639 -1.10626 0.22694 -3.14 0.25 -3.69
O 0.57901 -1.18602 -0.71189 -3.24 -1.08 0.37
N 1.45509 -0.28582 -0.27465 3.48 -0.10 1.22
H 2.33758 1.26065 0.15099 -1.82 1.14 0.91
H -1.73382 0.73020 0.95457 -1.07 -1.61 -0.95
H -2.15495 -0.11481 -0.80599 -2.63 -0.65 -0.24
H -0.15763 -0.94660 1.11394 1.53 -0.20 3.99
H -1.36099 -1.91992 0.14112 1.87 0.18 0.08
H 2.46548 -0.73037 0.03578 -3.72 1.59 -0.95
```
Positions in Å, forces in eV/Å.

Output
Gap between HOMO and LUMO   9.66 eV
ΔE to the lowest compared entry with this formula, charge and spin   8.5554 eV
Structure (SMILES)   C1=NOCCON1
Net charge   0
Electronic energy   -10276.24202 eV
E_HOMO   -0.3355 Eh